*P*
{
  "formula": "C3H4N2OS",
  "method": "the ωB97M-V functional and the def2-TZVPD basis",
  "charge": 0,
  "lumo_energy_ha": 0.0347,
  "gap_ev": 9.37,
  "mol_weight_g_mol": 116.1,
  "multiplicity": 1,
  "smiles": "On1ccc(S)n1",
  "symbols": ["O", "N", "C", "C", "C", "S", "N", "H", "H", "H", "H"],
  "positions_angstrom": [[1.0983, 0.2666, -2.1785], [0.6051, -0.0489, -0.9186], [0.0743, -1.2329, -0.6029], [-0.5623, -1.0457, 0.5744], [-0.3929, 0.3649, 0.8275], [-1.1023, 1.1594, 2.2560], [0.3840, 0.9302, -0.0691], [1.0387, 1.2154, -2.1425], [0.2110, -2.0665, -1.2345], [-0.9968, -1.8118, 1.1974], [-0.3571, 2.2693, 2.2910]],
  "mulliken_charge": [-0.458, 0.822, -0.422, -0.530, 0.406, -0.264, -0.900, 0.388, 0.439, 0.377, 0.143]
}

*Q*
{
  "formula": "C3H4N2OS",
  "method": "the ωB97M-V functional and the def2-TZVPD basis",
  "charge": 0,
  "lumo_energy_ha": -0.0150,
  "gap_ev": 8.39,
  "mol_weight_g_mol": 116.1,
  "multiplicity": 1,
  "smiles": "[H]/N=C/N=C=O.C=S",
  "symbols": ["H", "N", "C", "N", "C", "O", "H", "C", "S", "H", "H"],
  "positions_angstrom": [[0.4376, -2.5879, -1.4180], [-0.0299, -1.8011, -1.1756], [-0.6795, -1.8378, -0.0874], [-1.5201, -0.8256, 0.2670], [-1.7431, 0.3077, 0.0480], [-2.1742, 1.3646, -0.0377], [-0.5127, -2.5928, 0.6727], [0.4619, 1.5502, -0.8819], [1.4413, 1.2965, 0.3604], [0.5562, 1.0022, -1.7956], [-0.2283, 2.2780, -0.6774]],
  "mulliken_charge": [0.214, -0.492, 0.022, -0.290, 0.608, -0.401, 0.378, -0.593, -0.170, 0.349, 0.375]
}

Q: What are the energies relative to the best structure? A: *P* 0.0128; *Q* 0.0000, in hartree.